[1]
{"formula": "C6H9FN3O2S", "method": "ωB97M-V/def2-TZVPD", "elements": ["C", "C", "C", "C", "C", "C", "N", "N", "N", "O", "O", "F", "S", "H", "H", "H", "H", "H", "H", "H", "H", "H"], "positions_angstrom": [[0.7745, 2.5513, 0.5256], [1.2188, 1.8815, -0.5740], [0.1820, 2.1399, 1.8355], [0.1247, 0.8072, 2.1727], [0.3423, -0.2953, -0.1946], [-1.9532, -2.9172, -1.9688], [0.9580, 0.5886, -0.9334], [0.0757, 3.1376, 2.7826], [-0.9783, -2.8295, -0.7948], [0.7890, -1.8069, -2.3182], [1.3719, -2.5790, 0.0172], [-0.7094, 0.0438, 2.8281], [0.4639, -2.0243, -0.9129], [1.1678, 3.5500, 0.6087], [2.0056, 2.5126, -1.0847], [-1.9911, -1.9067, -2.2979], [-1.4786, -3.4988, -2.8427], [-2.8589, -3.3581, -1.6723], [1.4949, 0.3350, -1.7643], [0.5782, 4.0523, 2.8580], [-0.3070, 2.9106, 3.7055], [-1.2709, -3.2946, 0.0246]], "lowdin_charge": [0.00, -0.05, -0.21, 0.06, 0.01, -0.06, -0.01, 0.19, -0.17, -0.30, -0.27, 0.14, 0.60, 0.11, 0.17, 0.06, 0.12, 0.07, 0.15, 0.16, 0.14, 0.09], "s_squared": 2.03, "multiplicity": 3, "charge": 1, "e_lumo_ev": [-5.2125, -6.9331], "energy_ha": -1046.27937}

[2]
{"formula": "C6H9FN5O", "method": "ωB97M-V/def2-TZVPD", "elements": ["C", "N", "C", "O", "C", "F", "C", "N", "N", "C", "N", "C", "N", "H", "H", "H", "H", "H", "H", "H", "H", "H"], "positions_angstrom": [[1.1594, -2.5430, 0.5265], [0.2837, -1.3511, 0.3726], [-1.0897, -1.6177, 0.4304], [-1.4469, -2.7235, 0.5327], [-1.9364, -0.3324, 0.3108], [-3.1665, -0.2835, -0.1877], [-1.3222, 0.8208, 0.5589], [-2.1418, 2.0529, 0.3187], [-0.0381, 0.9714, 0.8827], [0.8080, -0.0133, 0.1666], [0.8010, 0.3220, -1.2479], [2.1616, 0.1495, 0.6868], [3.2410, 0.1368, 1.0847], [1.6826, -2.7613, -0.4133], [2.0430, -2.4489, 1.2188], [0.6104, -3.5302, 0.8366], [-1.6567, 2.7112, -0.3523], [-2.4311, 2.5735, 1.1877], [-2.9470, 1.7241, -0.1635], [0.1729, 1.3671, 1.7918], [0.0240, -0.0850, -1.7374], [1.6739, 0.2901, -1.7036]], "lowdin_charge": [-0.01, -0.01, -0.37, 0.16, -0.08, 0.13, -0.25, 0.29, 0.12, -0.48, 0.15, -0.12, 0.23, 0.09, 0.10, 0.14, 0.21, 0.21, 0.14, 0.17, 0.10, 0.09], "smiles": "CN1C(=O)C(F)=C([NH3+])N[C@@]1(N)C#N", "charge": 1, "e_lumo_ev": -4.0234, "energy_ha": -682.59319}

[3]
{"formula": "C6H9I", "method": "ωB97M-V/def2-TZVPD", "elements": ["C", "C", "C", "I", "C", "C", "C", "H", "H", "H", "H", "H", "H", "H", "H", "H"], "positions_angstrom": [[-0.1823, -2.1433, 0.0074], [-0.4746, -0.7190, -0.2558], [-1.4503, 0.2232, -0.1249], [-3.5518, 0.0566, 0.1405], [-0.7547, 1.5013, -0.3585], [0.5859, 0.7563, -0.5238], [1.4876, 0.6975, 0.5658], [-1.0156, -2.4911, 0.5386], [0.7484, -1.9811, 0.6446], [0.1713, -2.8304, -0.7892], [-1.0257, 2.1429, -1.2513], [-0.8527, 2.2443, 0.4604], [1.1289, 0.6950, -1.4903], [2.1473, -0.1829, 0.3662], [0.8579, 0.5256, 1.4260], [2.1804, 1.5052, 0.6445]], "lowdin_charge": [-0.05, -0.20, -0.75, 0.74, -0.23, -0.26, -0.14, 0.05, 0.10, 0.09, 0.12, 0.12, 0.14, 0.10, 0.10, 0.08], "smiles": "CC1=C(I)C[C@H]1C", "e_lumo_ev": 0.7788, "energy_ha": -531.60836}

[4]
{"formula": "C6H9I2N", "method": "ωB97M-V/def2-TZVPD", "elements": ["C", "C", "C", "C", "C", "C", "N", "I", "I", "H", "H", "H", "H", "H", "H", "H", "H", "H"], "positions_angstrom": [[-0.5784, 0.7768, 1.0356], [-1.2991, -0.3755, 0.4539], [0.1547, 0.5441, -1.2501], [0.6716, 0.9849, 0.1084], [-0.7245, -0.7043, -0.8403], [1.7051, 0.2034, 0.6752], [0.0983, -1.8746, -1.0977], [3.6587, 0.5800, 0.1812], [0.0067, -3.4790, 0.0332], [-1.1764, 1.6761, 1.0256], [-0.1610, 0.7074, 2.1168], [-1.1640, -1.2139, 1.2599], [-2.4465, -0.2318, 0.4714], [-0.3718, 1.4171, -1.5634], [1.0061, 0.3278, -1.9677], [0.8699, 2.0998, 0.1005], [-1.6273, -0.6401, -1.5975], [1.3778, -0.7983, 0.8549]], "lowdin_charge": [-0.18, -0.26, -0.11, -0.52, -0.52, -0.65, -0.48, 0.85, 0.84, 0.10, 0.15, 0.08, 0.14, 0.10, 0.13, 0.14, 0.18, 0.00], "e_lumo_ev": [-1.0016, -0.1416], "energy_ha": -883.98797}

[5]
{"formula": "C6H9I2N2", "method": "ωB97M-V/def2-TZVPD", "elements": ["C", "C", "C", "C", "C", "C", "N", "N", "I", "I", "H", "H", "H", "H", "H", "H", "H", "H", "H"], "positions_angstrom": [[1.5576, -0.3557, -2.3728], [1.3981, -0.1617, -1.0567], [-0.4416, 0.5158, -2.0309], [-0.7362, -0.1767, 2.9029], [0.1715, 0.2856, 1.7031], [-0.5383, 0.4564, 0.3929], [0.4219, 0.1437, -2.9802], [0.1435, 0.4027, -0.8422], [-2.2250, 1.5676, 0.4439], [-1.8380, -2.2077, -0.0131], [2.3259, -1.0477, -2.9190], [2.1124, -0.3168, -0.2540], [-1.4282, 1.0163, -2.2095], [-1.6622, -0.3678, 2.4510], [-0.3089, -1.0501, 3.3364], [-0.8215, 0.6005, 3.7366], [0.8038, -0.6415, 1.6599], [0.7741, 1.1324, 2.0062], [0.2911, 0.2046, -3.9546]], "lowdin_charge": [-0.02, -0.02, -0.12, -0.13, -0.32, -0.85, 0.14, -0.12, 1.12, 0.31, 0.19, 0.15, 0.13, -0.04, 0.07, 0.11, 0.11, 0.12, 0.17], "charge": 1, "e_lumo_ev": [-5.9267, -5.3556], "energy_ha": -938.60369}

[6]
{"formula": "C6H9I2NO3", "method": "ωB97M-V/def2-TZVPD", "elements": ["C", "C", "C", "C", "C", "C", "N", "O", "O", "O", "I", "I", "H", "H", "H", "H", "H", "H", "H", "H", "H"], "positions_angstrom": [[0.6512, -1.3226, 0.1726], [0.0757, -2.6975, 2.2988], [0.5660, 0.8821, -2.0757], [-1.5431, 1.3871, -0.7900], [0.4698, 1.5177, 0.4095], [-0.1632, 0.7259, -0.7130], [0.1284, -2.5206, 0.7400], [1.8052, -0.9828, 0.1612], [1.0933, -3.2460, 1.5087], [-0.3396, -0.6487, -0.3396], [-1.3994, -4.2206, 2.5995], [0.5656, -1.2678, 3.7356], [-0.2286, 0.7343, -2.9801], [1.0133, 1.8308, -2.1241], [1.3439, 0.0855, -2.0857], [-1.6645, 2.3543, -1.3108], [-1.9624, 1.4984, 0.2034], [-2.2852, 0.8896, -1.5226], [-0.2036, 1.4771, 1.2721], [1.4239, 0.9760, 0.7447], [0.6534, 2.5477, 0.0955]], "lowdin_charge": [-0.59, -1.33, 0.00, -0.06, -0.05, -0.57, 0.00, 0.11, -0.18, 0.07, 0.83, 0.92, 0.14, 0.06, 0.09, 0.09, 0.07, 0.11, 0.08, 0.10, 0.10], "e_lumo_ev": -0.8736, "energy_ha": -1109.75349}

[7]
{"formula": "C6H9IN3", "method": "ωB97M-V/def2-TZVPD", "elements": ["C", "C", "C", "C", "C", "C", "N", "N", "N", "I", "H", "H", "H", "H", "H", "H", "H", "H", "H"], "positions_angstrom": [[-2.3996, -0.2116, 1.0427], [-1.0496, -0.0115, 1.3194], [-2.9223, 0.0544, -0.2460], [1.1338, 0.1894, 0.4294], [-0.9036, 0.7519, -0.9755], [-0.2367, 0.3614, 0.2599], [-2.1892, 0.5168, -1.2451], [2.0593, 0.2618, -0.4688], [-0.3219, 1.3189, -2.0049], [4.6056, -2.4806, 1.7633], [-3.2488, -0.4224, 1.7462], [-0.5735, -0.0805, 2.2679], [-3.9703, -0.0694, -0.4803], [1.5025, 0.1720, 1.4306], [3.7550, -3.6963, 1.8720], [3.0668, 0.4773, -0.3077], [0.6224, 1.6806, -2.0707], [-0.8436, 1.3245, -2.9110], [1.9137, -0.1367, -1.4215]], "lowdin_charge": [-0.03, 0.00, -0.07, -0.07, -0.31, -0.14, 0.12, 0.16, 0.18, 0.47, 0.13, 0.12, 0.13, 0.14, -0.44, 0.16, 0.12, 0.16, 0.16], "charge": 1, "e_lumo_ev": -5.0181, "energy_ha": -695.72368}